(1)
ORCA calculation (ωB97M-V/def2-TZVPD) on a 2-piece molecular cluster, C22H33FIN5O10S overall.

Structure (ORCA input):
```
! wB97M-V def2-TZVPD RIJCOSX def2/J DEFGRID3
* xyz 0 1
C 5.5300 2.1088 -1.6732
C 4.8574 0.8574 -2.2508
I 6.1572 -0.0131 -3.7484
C 3.4630 1.1480 -2.8477
C 2.3872 0.8723 -1.8271
C 2.0355 -0.4474 -1.4339
C 2.7782 -1.5868 -2.0962
C 1.9368 -2.6203 -2.8490
C 0.9934 -2.0222 -3.8518
N 0.5608 -2.9305 -4.8393
O 0.6492 -0.8706 -3.8491
C 1.0356 -0.6326 -0.4632
C 0.6675 -1.9910 0.0874
C 1.7258 -2.6333 1.0657
N 2.3582 -3.8486 0.5245
N 0.9677 -2.9795 2.2701
N 2.7038 -1.6617 1.4908
C 0.3453 0.4833 0.0791
C -0.7559 0.3128 1.1014
O -1.8436 -0.4187 0.5327
C -2.9429 0.3954 0.2696
O -3.9034 -0.4155 -0.3386
C -5.2162 0.1016 -0.1727
C -6.0851 -0.5252 -1.2452
O -7.4592 -0.5047 -0.8925
C 0.6973 1.7657 -0.3248
C 1.7147 1.9510 -1.2564
C 1.9034 3.4114 -1.4557
O 2.6365 4.0373 -2.1508
N 0.9397 4.0328 -0.6140
F 1.4681 5.0612 0.1375
C 0.1819 3.0850 0.1180
O -0.6912 3.3833 0.8685
H 4.8086 2.8929 -1.4631
H 6.2978 2.5096 -2.3224
H 6.0294 1.8597 -0.7395
H 4.8034 0.1172 -1.4655
H 3.3170 0.5340 -3.7305
H 3.4515 2.1828 -3.1572
H 3.3270 -2.1240 -1.3234
H 3.5272 -1.2405 -2.7892
H 2.6172 -3.2602 -3.4073
H 1.4163 -3.2972 -2.1836
H -0.0864 -3.6120 -4.4577
H 0.0552 -2.4109 -5.5488
H 0.3910 -2.6693 -0.7125
H -0.2100 -1.8994 0.6984
H 3.3047 -3.7122 0.2059
H 1.7977 -4.3155 -0.1705
H 1.6086 -3.2657 2.9980
H 0.3448 -3.7453 2.0564
H 2.9559 -1.7640 2.4604
H 3.5183 -1.6093 0.8999
H -1.1062 1.2825 1.4311
H -0.3796 -0.2280 1.9686
H -2.6824 1.1928 -0.4428
H -3.3357 0.8439 1.1846
H -5.1907 1.1842 -0.2991
H -5.6253 -0.1722 0.8009
H -6.0014 0.0119 -2.1843
H -5.7562 -1.5486 -1.4299
H -7.5943 -1.1058 -0.1555
C -2.4165 2.3534 4.6795
C -3.1964 2.3823 5.9783
O -4.5264 2.0028 5.5968
S -4.4652 0.9560 4.3886
O -4.5748 -0.3597 4.9019
O -5.3033 1.4244 3.3464
O -2.9358 1.2119 3.9831
H -2.6026 3.2437 4.0760
H -1.3477 2.2333 4.8327
H -3.2140 3.3660 6.4379
H -2.8172 1.6488 6.6928
*
```

As for the structure (SMILES): C[C@H](I)Cc1c(CCC(N)=O)c(CC(N)(N)N)c(COCOCCO)c2c1C(=O)N(F)C2=O.O=S1(=O)OCCO1. The value obtained for the calculated total energy is -72925.0297 eV.



(2)
ORCA calculation (ωB97M-V/def2-TZVPD) on one molecule with the formula C22H33N3O4.

Structure (ORCA input):
```
! wB97M-V def2-TZVPD RIJCOSX def2/J DEFGRID3
* xyz 0 1
C 6.7732 3.0842 -1.4681
O 6.8002 1.9615 -0.6303
C 5.7569 1.9465 0.3104
C 5.8701 0.6698 1.1451
C 5.6169 -0.5812 0.3130
O 6.5253 -1.3244 0.0030
N 4.3427 -0.8103 -0.0976
C 3.1360 -0.1948 0.3977
H 2.5029 0.0605 -0.4608
C 2.3720 -1.1748 1.2962
H 2.9829 -1.4360 2.1620
H 1.4538 -0.6999 1.6456
C 2.0457 -2.4572 0.5178
C 3.3322 -3.0411 -0.0735
C 4.0674 -1.9869 -0.8993
H 3.4470 -1.6929 -1.7511
H 5.0212 -2.3771 -1.2554
H 3.9735 -3.3813 0.7403
H 3.0848 -3.8934 -0.7061
O 1.1745 -2.1900 -0.5697
C -0.1605 -2.0450 -0.3667
C -0.9110 -1.8001 -1.5204
C -2.2763 -1.6329 -1.4512
C -2.9333 -1.7109 -0.2255
C -2.1903 -1.9818 0.9154
C -0.8164 -2.1332 0.8575
H -0.2774 -2.3325 1.7704
H -2.7016 -2.0716 1.8623
C -4.4159 -1.5962 -0.1037
O -5.0722 -2.4165 0.5156
N -4.9919 -0.5475 -0.7361
C -4.3443 0.6507 -1.2083
H -4.4228 0.7119 -2.3005
C -5.1471 1.8059 -0.5619
N -4.6330 2.2964 0.7027
C -3.5190 3.2060 0.5555
H -2.6044 2.7211 0.1779
H -3.2956 3.6411 1.5289
H -3.7932 4.0099 -0.1261
C -4.3483 1.2800 1.6953
H -3.4264 0.7160 1.4873
H -4.2336 1.7705 2.6626
H -5.1747 0.5785 1.7649
C -6.5625 1.2142 -0.4032
H -7.2345 1.6351 -1.1486
C -6.4158 -0.3014 -0.6009
H -6.7918 -0.8912 0.2374
H -6.9283 -0.6337 -1.5102
H -6.9546 1.4627 0.5806
H -5.1678 2.6676 -1.2343
H -3.2912 0.6735 -0.9302
H -2.8411 -1.4639 -2.3559
H -0.3924 -1.7544 -2.4654
H 1.5883 -3.2002 1.1867
H 3.3537 0.7173 0.9492
H 6.8977 0.5963 1.5028
H 5.1998 0.7211 2.0031
H 5.8331 2.8281 0.9712
H 4.7865 1.9988 -0.2101
H 7.6191 2.9871 -2.1446
H 6.8690 4.0148 -0.8928
H 5.8427 3.1275 -2.0498
*
```

As for the structure (SMILES): COCCC(=O)N1CCC(Oc2ccc(C(=O)N3CC[C@@H](N(C)C)C3)cc2)CC1. For the energy above the lowest of the compared OMol25 structures with the same formula, charge and spin, the calculation gives 42.2 kcal/mol. The value obtained for the calculated total energy is -36009.9627 eV.



(3)
ORCA calculation (ωB97M-V/def2-TZVPD) on C22H33N3OS as an isolated structure.

Structure (ORCA input):
```
! wB97M-V def2-TZVPD RIJCOSX def2/J DEFGRID3
* xyz 0 1
C -0.7323 -2.1874 -3.1914
C -0.8624 -1.8657 -1.8109
C -1.8382 -0.6081 -1.6629
C -2.1068 -0.3660 -0.1895
N -3.2742 0.3593 -0.0572
C -3.5783 0.6321 1.5732
C -4.2804 -0.6277 2.3171
H -4.5307 -0.2412 3.0397
H -3.5684 -1.3249 2.1047
H -5.0216 -0.8292 1.5548
H -2.6451 1.1486 2.0763
H -4.2969 1.6703 1.5416
C -3.2235 1.6179 -0.7452
C -2.0072 2.7116 -0.3091
C -1.7519 3.5057 0.5129
C -0.4616 3.8756 0.5801
C 0.0912 3.0574 -0.5818
O -0.9725 2.3806 -1.0393
C 1.5022 3.2202 -1.3403
N 2.0687 1.9943 -0.6644
C 3.1728 1.9969 -0.1272
N 3.5069 0.9407 0.6977
C 2.8730 -0.2398 0.6793
C 1.6238 -0.3453 1.5256
C 0.9842 -1.4227 1.1683
C 1.5300 -2.7155 0.7696
C 2.6570 -2.8621 0.0794
C 3.4089 -1.3398 -0.0387
C 4.5885 -1.4776 -0.6441
H 4.7312 -0.6093 -1.3372
H 5.5152 -1.2524 -0.1100
H 4.7757 -2.3621 -1.4815
H 3.0510 -3.5260 -0.3860
C 0.6653 -4.1544 0.8387
H 0.5485 -4.5369 -0.1236
H -0.2594 -3.6685 1.3220
H 1.2504 -4.7313 1.3175
H 0.0641 -1.6101 2.2404
C 1.1572 0.8554 2.0960
H 0.3968 1.5321 1.5424
H 2.0744 1.3794 2.5506
H 0.4728 0.5803 3.1978
H 4.4688 0.8069 0.9370
S 4.0844 3.2286 0.1581
H 1.5022 1.1261 -0.9016
H 1.4408 2.9665 -2.3751
H 2.0924 3.8761 -0.9923
H 0.3042 4.4537 1.0836
H -2.3813 3.9637 1.2983
H -3.4106 1.6415 -1.6503
H -4.1132 2.4201 -0.4205
H -1.1955 0.1480 0.1598
H -2.1485 -1.1938 0.2972
H -1.5597 0.0769 -2.0980
H -2.8546 -1.0475 -1.9240
H -0.0209 -1.5009 -1.1280
H -1.4274 -2.8001 -1.3632
H -0.4571 -1.3206 -3.7489
H -1.6885 -2.3746 -3.7345
H 0.0655 -3.0247 -3.0836
*
```

For the energy above the lowest of the compared OMol25 structures with the same formula, charge and spin, the calculation gives 524.5 kcal/mol. The value obtained for the calculated total energy is -40681.9430 eV.



(4)
ORCA calculation (ωB97M-V/def2-TZVPD) on one molecule with the formula C22H33N3OS.

Structure (ORCA input):
```
! wB97M-V def2-TZVPD RIJCOSX def2/J DEFGRID3
* xyz 0 1
C 5.0357 3.3545 2.1641
C 4.6223 2.5740 3.4068
C 3.2993 1.8287 3.2315
C 3.3737 0.7289 2.1680
N 2.3178 -0.2524 2.3488
C 2.6386 -1.5668 1.8163
C 2.7401 -1.6824 0.2924
H 3.0679 -2.6834 0.0257
H 3.4544 -0.9655 -0.1073
H 1.7722 -1.5174 -0.1732
H 3.5888 -1.8657 2.2675
H 1.8736 -2.2599 2.1766
C 1.0241 0.2644 1.9186
C -0.0690 -0.7290 2.1117
C -0.7271 -1.1564 3.2258
C -1.6522 -2.1386 2.7927
C -1.4910 -2.2447 1.4440
O -0.5346 -1.3859 1.0253
C -2.1399 -3.1101 0.4092
N -2.2360 -2.4240 -0.8572
C -1.2703 -2.5518 -1.7992
N -1.2469 -1.6202 -2.7823
C -2.0297 -0.4396 -2.8152
C -3.3924 -0.5092 -3.1113
C -4.1281 0.6682 -3.1265
C -3.5410 1.8970 -2.8674
C -2.1802 1.9409 -2.5896
C -1.4130 0.7890 -2.5571
C 0.0502 0.8341 -2.2391
H 0.2957 0.0993 -1.4728
H 0.6429 0.6004 -3.1244
H 0.3369 1.8216 -1.8869
H -1.7113 2.8935 -2.3879
C -4.3450 3.1604 -2.9077
H -4.0526 3.8292 -2.1009
H -5.4079 2.9489 -2.8239
H -4.1741 3.6801 -3.8507
H -5.1834 0.6206 -3.3543
C -4.0491 -1.8213 -3.4148
H -3.3455 -2.5038 -3.8859
H -4.8997 -1.6743 -4.0756
H -4.4077 -2.2958 -2.5011
H -0.4492 -1.6766 -3.3997
S -0.1880 -3.8002 -1.8358
H -2.7065 -1.5273 -0.8345
H -1.5352 -4.0086 0.2310
H -3.1349 -3.4110 0.7476
H -2.3383 -2.6921 3.4004
H -0.5693 -0.8161 4.2281
H 0.8089 1.1469 2.5270
H 1.0341 0.5710 0.8573
H 4.3265 0.2065 2.2806
H 3.3479 1.1796 1.1617
H 3.0257 1.3565 4.1766
H 2.5200 2.5495 2.9763
H 4.5213 3.2690 4.2439
H 5.4078 1.8600 3.6642
H 4.2497 4.0472 1.8705
H 5.2329 2.6839 1.3318
H 5.9399 3.9264 2.3602
*
```

As for the structure (SMILES): CCCCN(CC)Cc1ccc(CNC(=S)Nc2c(C)cc(C)cc2C)o1. For the energy above the lowest of the compared OMol25 structures with the same formula, charge and spin, the calculation gives 36.5 kcal/mol. The value obtained for the calculated total energy is -40703.1047 eV.



(5)
ORCA calculation (ωB97M-V/def2-TZVPD) on one molecule with the formula C22H33O8PS.

Structure (ORCA input):
```
! wB97M-V def2-TZVPD RIJCOSX def2/J DEFGRID3
* xyz 0 1
C -0.5069 -3.6466 1.2541
O 0.8762 -3.4360 1.4327
C 1.2395 -2.0886 1.6411
C 2.7205 -1.8767 1.3223
C 2.9220 -0.5987 0.5069
C 4.3593 -0.0497 0.4804
C 4.8791 0.3046 -0.9239
C 3.8545 1.0131 -1.8113
C 3.0700 2.1341 -1.1251
C 1.5593 1.9751 -1.3341
C 0.7372 2.8296 -0.3907
C -0.7673 2.6472 -0.5855
C -1.2288 1.1767 -0.5047
C -2.3195 0.8157 0.4950
O -3.6066 0.7757 -0.1275
C -4.1493 -0.4833 -0.3558
O -5.0607 -0.8653 0.3070
C -3.5638 -1.2619 -1.4720
C -3.1976 -0.6758 -2.6737
C -2.6688 -1.4522 -3.6898
C -2.4928 -2.8115 -3.4995
C -2.8555 -3.3948 -2.2954
C -3.3927 -2.6261 -1.2830
O -2.0628 -0.4702 1.0630
C -2.6794 -0.5467 2.2775
O -2.7178 -1.5104 2.9620
O -3.2430 0.6629 2.5746
C -2.5692 1.6314 1.7796
P -1.1307 2.1752 2.7881
O -1.8838 2.2318 4.1977
O -0.9105 3.7029 2.3612
S 0.4652 1.1027 2.7886
H -0.9819 -3.9820 2.1790
H -0.6441 -4.4190 0.4975
H -1.0148 -2.7402 0.9162
H 1.0289 -1.7910 2.6748
H 0.6332 -1.4386 0.9986
H 3.3193 -1.8446 2.2309
H 3.0270 -2.7330 0.7202
H 2.2644 0.1721 0.9203
H 2.5668 -0.8009 -0.5032
H 5.0412 -0.7678 0.9376
H 4.4033 0.8482 1.0980
H 5.7950 0.8912 -0.8363
H 5.1712 -0.6217 -1.4268
H 4.3810 1.4284 -2.6738
H 3.1683 0.2758 -2.2276
H 3.3809 3.1128 -1.4904
H 3.2191 2.1086 -0.0451
H 1.3497 0.9159 -1.1762
H 1.2853 2.1964 -2.3699
H 1.0258 2.6526 0.6451
H 0.9770 3.8770 -0.6059
H -0.9794 3.0094 -1.5932
H -1.3338 3.2905 0.0834
H -0.3969 0.4983 -0.3364
H -1.6560 0.9120 -1.4666
H -3.3329 0.3857 -2.8287
H -2.4014 -0.9882 -4.6278
H -2.0666 -3.4106 -4.2912
H -2.7211 -4.4574 -2.1533
H -3.6659 -3.0801 -0.3412
H -3.2004 2.4870 1.5460
H -1.3281 2.6938 4.8400
H 0.0110 3.9351 2.5467
*
```

As for the structure (SMILES): COCCCCCCCCCCC[C@@]1(OC(=O)c2ccccc2)OC(=O)O[C@H]1P(O)(O)=S. The value obtained for the calculated total energy is -59855.2539 eV.



(6)
ORCA calculation (ωB97M-V/def2-TZVPD) on C22H34AsAuF2N4 as an isolated structure.

Structure (ORCA input):
```
! wB97M-V def2-TZVPD RIJCOSX def2/J DEFGRID3
* xyz 2 1
Au -0.4657 0.4014 0.3607
F 4.3849 0.0762 -1.6971
C 3.6618 0.1717 -0.5851
C 2.2815 0.3055 -0.7023
C 1.5405 0.4113 0.4581
C 2.1113 0.3303 1.7402
C 3.5036 0.2368 1.7683
F 4.1366 0.1716 2.9420
C 4.2964 0.1669 0.6360
C 1.2292 0.2023 2.9278
C 1.6513 0.0650 4.2448
C 0.7031 -0.0928 5.2442
C -0.6448 -0.1098 4.9259
C -0.9947 0.0234 3.5966
N -0.0878 0.1756 2.6342
H 1.8342 0.3182 -1.6839
H 5.3703 0.0806 0.7180
H 2.6989 0.0818 4.4909
H 1.0235 -0.2046 6.2712
H -1.4071 -0.2303 5.6810
H -2.0299 0.0125 3.2773
C 0.7366 3.9311 1.7290
C 1.0908 3.7256 0.2659
As -0.1732 2.6149 -0.6940
C 0.1742 2.7595 -2.5983
C 1.6323 2.8897 -3.0210
C -1.9337 3.3956 -0.4282
C -1.9565 4.8972 -0.7045
H 1.4318 4.6444 2.1700
H 0.8089 3.0041 2.2930
H -0.2687 4.3330 1.8591
H 2.0723 3.2706 0.1292
H 1.0795 4.6642 -0.2974
H -0.3668 3.6724 -2.8654
H -0.3491 1.9285 -3.0730
H 2.0744 3.8100 -2.6389
H 1.6772 2.9389 -4.1083
H 2.2589 2.0595 -2.7012
H -2.2353 3.1807 0.5983
H -2.5926 2.8427 -1.1017
H -1.3416 5.4479 0.0066
H -2.9775 5.2641 -0.6045
H -1.6226 5.1465 -1.7115
C -3.0504 -3.1442 -1.0822
N -2.6319 -2.1463 -0.0951
C -1.3541 -2.3937 0.5306
C -3.2449 -0.9446 0.0110
N -2.5590 0.1611 0.2920
N -4.5708 -0.8913 -0.2327
C -5.4772 -1.9593 0.1976
C -5.2194 0.3824 -0.5017
H -2.1990 -3.3842 -1.7201
H -3.8422 -2.7390 -1.7045
H -3.3994 -4.0568 -0.6003
H -1.2339 -3.4642 0.6980
H -1.3080 -1.9323 1.5139
H -0.5046 -2.0943 -0.1120
H -3.1683 0.9306 0.5243
H -4.9153 -2.7901 0.6092
H -6.0795 -2.3100 -0.6393
H -6.1387 -1.5733 0.9743
H -4.5949 0.9958 -1.1487
H -5.4601 0.9271 0.4163
H -6.1506 0.1873 -1.0296
*
```

For the energy above the lowest of the compared OMol25 structures with the same formula, charge and spin, the calculation gives 9.1 kcal/mol. The value obtained for the calculated total energy is -99277.4977 eV.



(7)
ORCA calculation (ωB97M-V/def2-TZVPD) on C22H34B2F4N9O6Sc as an isolated structure.

Structure (ORCA input):
```
! wB97M-V def2-TZVPD RIJCOSX def2/J DEFGRID3
* xyz 2 1
Sc -0.0672 -0.0131 -0.1709
C -3.1177 -3.4414 -1.3025
C -2.2800 -2.2131 -1.1912
N -1.5193 -1.9346 -0.1983
O -1.4434 -2.8679 0.7550
B -1.1445 -2.3331 2.1228
F -2.3280 -2.1704 2.8278
F -0.2322 -3.1281 2.7234
O -0.4830 -0.9613 1.9678
N -1.2358 0.1477 1.5801
C -1.5119 1.1511 2.5591
C -1.1716 0.8354 3.9922
C -1.3703 2.9160 0.5473
N -1.1743 2.0280 -0.3541
O -1.0408 2.6451 -1.6077
B -0.8945 1.9458 -2.7680
F -0.4433 2.6411 -3.8035
F 1.0357 0.7505 -1.5995
O -1.2998 0.6666 -3.0989
N -1.4222 -0.2339 -2.0585
C -2.2439 -1.1903 -2.2713
C -3.1130 -1.3338 -3.4700
C -1.4596 4.3666 0.1819
H -3.2427 -3.8904 -0.3220
H -2.6420 -4.1801 -1.9536
H -4.0944 -3.2100 -1.7256
H -0.9641 -0.2273 4.0906
H -2.0139 1.0758 4.6370
H -0.3016 1.3913 4.3331
H -2.8654 -0.6111 -4.2392
H -4.1532 -1.1825 -3.1703
H -3.0499 -2.3487 -3.8643
H -1.5156 4.9880 1.0667
H -2.3501 4.5375 -0.4249
H -0.6060 4.6390 -0.4373
C -3.5352 3.4257 2.4075
N -2.1194 3.5530 2.7490
C -1.9520 3.8216 4.1750
C -1.2721 2.5927 2.0738
N -2.6194 0.4179 1.9468
N 0.1154 2.9541 2.3768
C 1.2493 2.3132 1.9566
N 2.3884 2.9063 2.3973
N 1.2503 1.2591 1.1919
H -4.0255 4.3882 2.5528
H -4.0468 2.6821 3.0292
H -3.6639 3.1247 1.3682
H -2.3680 4.8093 4.3736
H -0.9046 3.8395 4.4674
H -2.4767 3.1098 4.8181
H -2.9119 -0.3174 2.5966
H 0.2280 3.9227 2.6375
H 2.3665 3.4967 3.2114
H 3.2755 2.4827 2.1885
H 2.2062 0.9344 1.0777
C -0.0305 0.1270 -6.4209
C 0.6598 -0.5408 -5.2976
C 1.7721 0.0968 -4.7022
C 2.4404 -0.4720 -3.6646
C 3.6445 0.1190 -3.0301
C 1.8777 -1.7165 -3.1390
C 0.8640 -2.4855 -3.8639
C 0.5468 -3.8775 -3.4422
C 0.2496 -1.8416 -4.8857
C 1.8557 -1.8770 -1.6548
O 2.7807 -2.5539 -2.2313
O 1.3831 -1.6925 -0.5777
H -0.2465 1.1656 -6.1640
H -0.9402 -0.3867 -6.7197
H 0.6510 0.1573 -7.2793
H 2.1010 1.0515 -5.0924
H 3.9835 0.9867 -3.5890
H 4.4495 -0.6160 -2.9744
H 3.4036 0.4399 -2.0123
H 0.2760 -3.9353 -2.3838
H 1.4269 -4.5127 -3.5736
H -0.2669 -4.2845 -4.0371
H -0.5413 -2.3359 -5.4352
*
```

For the energy above the lowest of the compared OMol25 structures with the same formula, charge and spin, the calculation gives 0.0 kcal/mol. The value obtained for the calculated total energy is -81977.6710 eV.